Record 1
{"formula": "C41H53AuN3O3P3", "method": "ωB97M-V/def2-TZVPD", "total_charge": 2, "de_lowest_kcal_mol": 16.58, "e_homo_ev": -12.82, "multiplicity": 1, "symbols": ["Au", "C", "C", "P", "C", "C", "C", "C", "C", "C", "C", "C", "C", "C", "C", "C", "C", "P", "C", "C", "C", "C", "C", "C", "C", "C", "C", "C", "C", "C", "H", "H", "H", "H", "H", "H", "H", "H", "H", "H", "H", "H", "H", "H", "H", "H", "H", "H", "H", "H", "H", "H", "H", "H", "H", "H", "C", "C", "O", "O", "H", "H", "H", "O", "P", "N", "C", "C", "C", "C", "N", "C", "C", "C", "C", "N", "C", "C", "C", "C", "H", "H", "H", "H", "H", "H", "H", "H", "H", "H", "H", "H", "H", "H", "H", "H", "H", "H", "H", "H", "H", "H", "H", "H"], "coordinates": [[-0.252, 0.053, -0.032], [-3.127, -0.908, 2.030], [-3.606, -0.192, 0.776], [-2.365, 0.967, 0.158], [-3.095, 1.528, -1.382], [-3.407, 0.548, -2.330], [-4.030, 0.898, -3.514], [-4.340, 2.230, -3.764], [-4.006, 3.210, -2.840], [-3.373, 2.867, -1.654], [-2.315, 2.267, 1.393], [-3.452, 3.050, 1.615], [-3.431, 4.026, 2.596], [-2.290, 4.212, 3.371], [-1.169, 3.422, 3.169], [-1.174, 2.453, 2.176], [-2.367, -2.172, 1.647], [-0.656, -1.948, 1.067], [0.366, -2.200, 2.499], [1.574, -2.889, 2.379], [2.380, -3.054, 3.491], [1.999, -2.512, 4.712], [0.804, -1.815, 4.831], [-0.014, -1.653, 3.726], [-0.391, -3.275, -0.109], [-0.461, -4.574, 0.412], [-0.318, -5.661, -0.431], [-0.096, -5.462, -1.790], [-0.031, -4.178, -2.308], [-0.183, -3.079, -1.473], [-3.977, -1.176, 2.656], [-2.504, -0.241, 2.632], [-4.504, 0.399, 0.968], [-3.850, -0.902, -0.015], [-3.164, -0.494, -2.146], [-4.280, 0.134, -4.238], [-4.848, 2.503, -4.679], [-4.241, 4.247, -3.041], [-3.128, 3.640, -0.942], [-4.353, 2.893, 1.034], [-4.309, 4.636, 2.765], [-2.282, 4.974, 4.140], [-0.288, 3.559, 3.784], [-0.286, 1.852, 2.013], [-2.886, -2.709, 0.852], [-2.290, -2.845, 2.502], [1.868, -3.310, 1.426], [3.309, -3.603, 3.406], [2.638, -2.635, 5.577], [0.509, -1.400, 5.786], [-0.944, -1.109, 3.830], [-0.622, -4.736, 1.472], [-0.377, -6.664, -0.029], [0.029, -6.315, -2.443], [0.147, -4.025, -3.364], [-0.116, -2.084, -1.887], [3.771, -1.116, -0.067], [2.345, -0.663, 0.028], [1.609, -0.681, -1.013], [1.859, -0.278, 1.118], [4.084, -1.193, -1.104], [3.855, -2.099, 0.401], [4.415, -0.432, 0.482], [0.362, 1.843, -0.830], [1.121, 2.700, -1.840], [0.884, 2.135, -3.356], [1.559, 2.579, -4.600], [0.534, 2.300, -5.691], [-0.205, 1.072, -5.164], [-0.333, 1.361, -3.674], [2.726, 2.716, -1.580], [3.818, 3.013, -2.541], [5.007, 3.350, -1.647], [4.744, 2.541, -0.379], [3.242, 2.689, -0.191], [0.552, 4.222, -1.630], [-0.491, 4.611, -0.662], [-0.934, 5.986, -1.146], [0.351, 6.570, -1.735], [0.992, 5.375, -2.435], [2.461, 1.989, -4.772], [1.845, 3.629, -4.558], [1.013, 2.129, -6.653], [-0.156, 3.141, -5.795], [0.392, 0.174, -5.330], [-1.180, 0.933, -5.628], [-0.378, 0.453, -3.067], [-1.231, 1.949, -3.476], [3.567, 3.831, -3.213], [4.032, 2.132, -3.149], [5.018, 4.416, -1.412], [5.950, 3.097, -2.129], [5.300, 2.915, 0.479], [5.010, 1.494, -0.538], [3.015, 3.627, 0.331], [2.784, 1.885, 0.372], [-0.078, 4.672, 0.350], [-1.286, 3.878, -0.640], [-1.337, 6.591, -0.335], [-1.698, 5.893, -1.923], [0.997, 6.929, -0.932], [0.173, 7.393, -2.424], [2.080, 5.451, -2.468], [0.622, 5.293, -3.462]]}

Record 2
{"formula": "C41H53BeN6O4", "method": "ωB97M-V/def2-TZVPD", "total_charge": 1, "de_lowest_kcal_mol": 0.00, "e_homo_ev": -10.74, "multiplicity": 1, "symbols": ["Be", "C", "C", "O", "H", "H", "H", "H", "H", "N", "C", "C", "C", "C", "C", "H", "H", "H", "H", "H", "N", "C", "C", "C", "C", "C", "H", "H", "H", "H", "H", "N", "C", "C", "C", "C", "C", "H", "H", "H", "H", "H", "N", "C", "C", "C", "C", "C", "H", "H", "H", "H", "H", "N", "C", "C", "C", "C", "C", "H", "H", "H", "H", "H", "N", "C", "C", "C", "C", "C", "H", "H", "H", "H", "H", "C", "C", "O", "C", "H", "H", "H", "H", "H", "H", "C", "C", "O", "C", "H", "H", "H", "H", "H", "H", "C", "C", "O", "C", "H", "H", "H", "H", "H", "H"], "coordinates": [[-4.427, -1.287, -0.082], [-0.339, -0.236, -0.762], [-0.843, -0.866, 0.544], [-2.062, -1.548, 0.459], [-1.165, 0.399, -1.090], [-0.131, -1.000, -1.512], [0.510, 0.438, -0.630], [-0.948, 0.004, 1.208], [-0.121, -1.572, 0.967], [6.101, -2.026, -2.605], [6.344, -1.020, -3.453], [5.395, -0.144, -3.923], [4.071, -0.422, -3.581], [3.762, -1.386, -2.641], [4.823, -2.195, -2.198], [7.368, -0.837, -3.754], [5.667, 0.629, -4.627], [3.225, 0.095, -4.017], [2.723, -1.460, -2.349], [4.687, -2.885, -1.377], [-4.859, -0.510, 2.206], [-6.033, -0.352, 2.854], [-6.144, 0.405, 4.022], [-4.958, 0.972, 4.550], [-3.736, 0.728, 3.930], [-3.742, -0.030, 2.766], [-6.921, -0.878, 2.532], [-7.031, 0.703, 4.561], [-5.097, 1.434, 5.518], [-2.823, 1.168, 4.304], [-2.827, -0.275, 2.239], [4.389, -5.298, 1.069], [4.154, -3.973, 1.119], [2.891, -3.410, 0.970], [1.819, -4.315, 0.897], [2.018, -5.678, 0.840], [3.316, -6.111, 1.013], [5.022, -3.351, 1.303], [2.771, -2.337, 1.032], [0.836, -3.862, 0.836], [1.213, -6.393, 0.755], [3.534, -7.167, 0.907], [-0.235, -2.986, 6.033], [0.026, -2.588, 4.768], [1.228, -2.785, 4.105], [2.237, -3.445, 4.826], [1.997, -3.842, 6.128], [0.761, -3.568, 6.697], [-0.750, -1.973, 4.331], [1.321, -2.426, 3.091], [3.121, -3.699, 4.254], [2.801, -4.294, 6.691], [0.480, -4.100, 7.599], [-3.637, -0.877, -2.421], [-4.208, -0.030, -3.305], [-3.798, 0.175, -4.598], [-2.681, -0.565, -5.001], [-1.977, -1.325, -4.101], [-2.546, -1.523, -2.838], [-5.110, 0.472, -2.977], [-4.305, 0.822, -5.297], [-2.373, -0.545, -6.038], [-1.117, -1.903, -4.405], [-2.125, -2.264, -2.171], [-1.259, 3.373, -3.075], [-0.826, 2.155, -3.434], [0.139, 1.997, -4.423], [0.724, 3.111, -5.008], [0.365, 4.343, -4.501], [-0.700, 4.460, -3.621], [-1.225, 1.259, -2.979], [0.556, 1.036, -4.699], [1.577, 2.971, -5.658], [0.935, 5.201, -4.832], [-1.080, 5.407, -3.263], [-2.527, 2.874, 0.204], [-3.728, 2.358, -0.485], [-4.090, 1.203, -0.280], [-4.470, 3.227, -1.469], [-2.752, 3.659, 0.927], [-1.880, 3.262, -0.587], [-2.047, 2.060, 0.741], [-3.884, 4.106, -1.732], [-5.473, 3.420, -1.094], [-4.492, 2.657, -2.399], [-0.426, 2.685, 2.721], [0.258, 1.506, 3.357], [-0.380, 0.763, 4.077], [1.724, 1.310, 3.097], [-0.236, 2.543, 1.654], [-0.041, 3.680, 2.942], [-1.473, 2.586, 3.000], [2.212, 1.547, 4.047], [2.119, 2.013, 2.365], [1.995, 0.277, 2.883], [2.060, 3.465, -1.382], [2.975, 2.862, -0.325], [3.224, 3.494, 0.683], [3.669, 1.557, -0.604], [1.181, 3.912, -0.919], [1.750, 2.653, -2.042], [2.586, 4.220, -1.964], [2.934, 0.760, -0.728], [4.358, 1.524, 0.237], [4.106, 1.626, -1.602]]}

Record 3
{"formula": "C41H53F9IN15O", "method": "ωB97M-V/def2-TZVPD", "e_homo_ev": -4.82, "multiplicity": 1, "symbols": ["C", "C", "C", "C", "N", "C", "C", "C", "F", "F", "C", "F", "F", "C", "F", "F", "C", "F", "F", "F", "N", "C", "O", "C", "I", "C", "C", "C", "C", "N", "C", "H", "H", "H", "H", "H", "H", "H", "H", "H", "H", "H", "H", "H", "H", "H", "H", "H", "C", "C", "N", "H", "H", "H", "C", "C", "N", "H", "H", "H", "C", "C", "N", "H", "H", "H", "C", "C", "N", "H", "H", "H", "C", "C", "N", "H", "H", "H", "C", "C", "N", "H", "H", "H", "C", "C", "N", "H", "H", "H", "C", "C", "N", "H", "H", "H", "C", "C", "N", "H", "H", "H", "C", "C", "N", "H", "H", "H", "C", "C", "N", "H", "H", "H", "C", "C", "N", "H", "H", "H"], "coordinates": [[-0.583, 5.616, 2.809], [0.591, 4.482, 2.925], [0.832, 3.573, 1.586], [0.052, 2.137, 1.818], [0.295, 1.078, 0.825], [-0.485, 1.076, -0.455], [-1.947, 0.252, -0.558], [-2.693, -0.374, 0.709], [-2.191, -0.067, 2.060], [-2.544, -1.880, 0.598], [-4.355, -0.183, 0.738], [-4.825, -1.237, 1.715], [-4.987, -0.592, -0.572], [-4.867, 1.254, 1.292], [-5.794, 1.816, 0.239], [-3.839, 2.286, 1.520], [-5.783, 1.194, 2.673], [-6.136, 2.635, 2.960], [-7.074, 0.493, 2.490], [-5.007, 0.745, 3.874], [-2.698, 1.054, -1.643], [-1.576, 1.573, -2.570], [-1.423, 1.438, -3.889], [-0.576, 2.367, -1.466], [1.408, 2.817, -2.402], [-1.412, 3.715, -1.300], [-2.079, 4.421, 0.009], [-2.873, 5.814, -0.299], [-3.065, 6.474, -1.769], [-2.475, 5.794, -2.946], [-1.710, 4.555, -2.717], [-0.474, 6.364, 3.721], [-0.613, 6.204, 1.797], [-1.627, 5.066, 2.989], [1.613, 4.933, 3.311], [0.243, 3.728, 3.782], [1.995, 3.300, 1.577], [0.619, 4.094, 0.567], [-1.089, 2.228, 2.055], [0.522, 1.739, 2.847], [1.330, 1.023, 0.608], [0.204, 0.340, -1.128], [-1.650, -0.707, -1.211], [-3.382, 1.758, -1.306], [-1.933, 3.923, 1.047], [-3.347, 6.394, 0.623], [-3.651, 7.495, -1.938], [-1.237, 4.093, -3.714], [-1.034, -1.777, -5.471], [0.066, -1.907, -4.501], [0.935, -2.010, -3.735], [-1.520, -2.740, -5.664], [-1.809, -1.090, -5.115], [-0.681, -1.395, -6.435], [4.532, 4.551, -5.192], [3.292, 5.148, -4.668], [2.313, 5.620, -4.254], [4.372, 4.077, -6.166], [5.319, 5.302, -5.323], [4.927, 3.783, -4.519], [2.254, -2.261, 2.494], [1.557, -1.107, 1.902], [1.007, -0.195, 1.434], [1.577, -3.109, 2.645], [3.073, -2.611, 1.855], [2.688, -2.016, 3.469], [6.002, -0.127, 2.724], [4.855, 0.673, 2.262], [3.949, 1.306, 1.898], [6.711, -0.322, 1.912], [6.554, 0.379, 3.522], [5.684, -1.099, 3.116], [-5.539, -4.089, 0.883], [-6.257, -5.237, 1.460], [-6.824, -6.145, 1.916], [-4.488, -4.072, 1.193], [-5.553, -4.111, -0.211], [-5.983, -3.137, 1.194], [7.471, 2.243, 6.150], [8.249, 1.703, 5.022], [8.863, 1.276, 4.131], [6.469, 2.555, 5.837], [7.345, 1.502, 6.946], [7.958, 3.117, 6.595], [-7.067, -9.586, 0.798], [-7.700, -10.518, -0.150], [-8.200, -11.255, -0.899], [-6.098, -9.231, 0.430], [-7.689, -8.702, 0.973], [-6.891, -10.056, 1.771], [6.819, 1.149, -5.402], [7.066, 2.533, -4.963], [7.262, 3.626, -4.616], [6.426, 1.114, -6.424], [7.736, 0.550, -5.387], [6.092, 0.644, -4.758], [-2.513, -6.514, 2.457], [-1.251, -5.890, 2.028], [-0.254, -5.397, 1.688], [-3.198, -5.781, 2.898], [-3.038, -6.984, 1.619], [-2.345, -7.292, 3.210], [3.819, -5.263, -0.880], [4.066, -3.880, -0.441], [4.262, -2.787, -0.094], [3.426, -5.299, -1.902], [4.736, -5.862, -0.865], [3.092, -5.768, -0.236], [9.508, 4.579, -7.309], [8.875, 3.647, -8.257], [8.374, 2.910, -9.006], [10.476, 4.934, -7.677], [8.885, 5.463, -7.134], [9.684, 4.109, -6.336], [-8.142, -4.581, 4.889], [-8.930, -4.929, 6.083], [-9.552, -5.204, 7.026], [-8.003, -5.444, 4.229], [-8.627, -3.797, 4.298], [-7.144, -4.214, 5.155]]}

no.,largest force on an atom (eV/A),M (g/mol),Kohn-Sham gap (eV)
1,0.78,925.8,6.060
2,4.98,702.9,5.116
3,17.84,1069.9,4.235